1.
DFT (ωB97M-V/def2-TZVPD) results for a structure of composition C25H28N3O4RuSSi2 at a distorted geometry.

Last column: natural (NBO) charge in e.
Atoms and positions in Å:
Ru 1.229 -0.304 0.199  0.30
N 1.086 -0.591 4.551  -0.82
C 0.919 -0.732 3.186  0.27
S 2.351 -0.960 2.239  -0.25
N -0.313 -0.728 2.771  -0.46
N -0.452 -0.905 1.389  -0.23
C -1.534 -1.533 1.107  0.08
C -2.181 -1.905 -0.160  -0.16
C -3.297 -2.736 0.060  -0.16
C -4.090 -3.246 -0.946  -0.26
C -3.778 -2.919 -2.254  -0.19
C -2.697 -2.098 -2.515  -0.30
C -1.883 -1.572 -1.504  0.43
O -0.858 -0.749 -1.839  -0.88
H 1.991 -0.242 4.817  0.39
H 0.298 -0.167 5.017  0.38
H -2.108 -1.861 1.972  0.18
H -3.534 -2.988 1.086  0.20
H -4.932 -3.883 -0.710  0.21
H -4.373 -3.292 -3.078  0.20
H -2.478 -1.845 -3.542  0.22
C -0.201 2.630 -1.516  -1.12
Si 1.312 1.508 -1.229  1.25
C 1.841 -1.879 -0.988  -0.86
C 2.023 1.355 -2.965  -0.44
C 3.117 2.020 -3.512  -0.21
C 3.542 1.778 -4.810  -0.21
C 2.863 0.857 -5.592  -0.26
C 1.773 0.183 -5.061  -0.15
C 1.344 0.405 -3.748  -0.53
Si -0.236 -0.588 -3.414  2.01
C 0.051 -2.333 -4.071  -1.19
C -1.568 0.339 -4.397  -1.19
H 0.077 3.583 -1.974  0.21
H -0.710 2.821 -0.570  0.23
H -0.919 2.139 -2.178  0.22
H 1.937 -1.675 -2.061  0.16
H 1.152 -2.726 -0.861  0.18
H 2.826 -2.214 -0.642  0.20
H 3.657 2.743 -2.910  0.20
H 4.400 2.305 -5.210  0.20
H 3.185 0.653 -6.607  0.20
H 1.260 -0.538 -5.692  0.19
H -0.467 -2.510 -5.016  0.23
H -0.297 -3.075 -3.352  0.25
H 1.117 -2.503 -4.224  0.25
H -1.931 -0.248 -5.244  0.23
H -1.160 1.271 -4.789  0.25
H -2.427 0.586 -3.771  0.24
O 4.255 4.533 -0.268  -0.69
C 4.046 4.484 1.062  0.43
C 4.839 5.306 1.865  -0.31
C 4.682 5.303 3.237  -0.17
C 3.734 4.485 3.846  -0.28
C 2.946 3.673 3.055  -0.12
C 3.083 3.660 1.665  -0.27
C 2.187 2.752 0.898  0.81
O 2.381 2.736 -0.412  -0.83
O 1.331 2.076 1.448  -0.61
H 3.643 3.884 -0.670  0.51
H 5.575 5.934 1.380  0.22
H 5.310 5.946 3.843  0.20
H 3.618 4.483 4.921  0.21
H 2.202 3.015 3.483  0.24

Atomic forces in eV per Å
-0.018 -0.479 1.208
-0.095 0.019 -0.003
0.105 -0.122 0.094
-0.450 0.032 -0.183
-0.023 0.047 0.009
0.797 -0.202 -0.135
-0.137 0.256 -0.184
0.074 -0.032 0.000
0.062 0.032 -0.076
0.046 0.024 -0.001
0.001 0.012 -0.061
-0.070 -0.061 0.030
0.034 0.079 -0.060
-0.190 -0.123 0.057
0.005 0.018 0.013
0.039 -0.004 0.007
0.071 0.105 0.033
0.009 0.008 0.023
-0.008 -0.004 -0.004
-0.004 0.002 -0.001
-0.032 -0.003 -0.014
0.039 -0.098 0.030
-0.055 0.260 -0.542
-0.177 0.142 -0.239
-0.102 0.206 0.042
0.090 0.021 -0.021
0.034 -0.009 -0.016
0.030 -0.001 -0.043
0.006 0.003 -0.004
-0.082 -0.091 -0.017
-0.048 0.002 -0.002
0.041 0.084 0.012
0.054 -0.087 -0.009
0.040 0.015 0.011
0.000 0.010 0.018
-0.028 -0.024 -0.015
0.045 -0.087 -0.017
-0.016 0.033 0.045
0.006 0.073 0.091
0.002 0.017 0.001
0.009 0.006 -0.005
0.000 0.004 -0.003
-0.013 -0.005 -0.004
-0.017 -0.003 -0.030
-0.006 0.003 0.019
0.000 0.011 -0.009
-0.013 -0.003 -0.018
0.017 0.018 -0.008
-0.008 -0.015 0.034
-0.006 -0.011 0.053
-0.035 -0.032 0.038
-0.003 0.005 0.041
0.026 0.027 -0.020
0.004 0.000 -0.018
0.031 0.010 -0.112
0.005 0.023 0.080
-0.055 0.038 0.072
-0.092 -0.157 -0.023
0.082 0.009 -0.114
-0.027 -0.002 -0.049
0.009 0.006 0.005
0.002 0.003 -0.003
0.003 -0.001 0.004
-0.010 -0.006 -0.006

Values from the calculation:
- Kohn-Sham gap (spin up / spin down) (eV) = 5.53 / 5.50
- charge = -1
- maximum force (eV Å⁻¹) = 1.30


2.
DFT (ωB97M-V/def2-TZVPD) results for a structure of composition C50H42N4O5SSr.

Last column: Löwdin charge in e.
Atoms and positions in Å:
Sr -0.076 0.063 0.619  1.51
C -5.355 -7.844 -2.997  -0.09
O -3.981 -7.513 -2.986  -0.09
C -3.616 -6.364 -2.352  -0.28
C -2.252 -6.072 -2.355  0.00
C -1.793 -4.929 -1.734  -0.03
C -2.667 -4.039 -1.100  -0.22
C -4.017 -4.354 -1.098  -0.03
C -4.500 -5.503 -1.716  -0.01
C -2.127 -2.819 -0.427  -0.07
C -2.547 -1.572 -0.942  -0.26
C -3.578 -1.360 -1.950  -0.01
C -3.836 -0.028 -1.985  0.00
C -2.953 0.609 -1.020  -0.24
N -2.181 -0.357 -0.466  -0.05
C -2.992 1.973 -0.651  -0.06
C -2.288 2.641 0.382  -0.24
C -2.577 3.978 0.881  0.00
C -1.768 4.187 1.949  0.00
C -0.962 2.986 2.119  -0.24
C -0.104 2.724 3.213  -0.05
C 0.197 3.905 4.076  -0.22
C 0.949 4.971 3.571  -0.02
C 1.237 6.075 4.345  0.00
C 0.769 6.147 5.658  -0.28
O 1.105 7.272 6.349  -0.09
C 0.633 7.387 7.676  -0.09
C 0.013 5.105 6.175  -0.01
C -0.264 3.997 5.379  -0.03
C 0.429 1.481 3.639  -0.24
N 0.231 0.286 3.035  -0.04
C 0.717 -0.706 3.818  -0.24
C 0.549 -2.095 3.598  -0.05
C 1.089 -2.997 4.659  -0.22
C 2.106 -3.898 4.371  -0.03
C 2.626 -4.750 5.339  -0.01
C 2.116 -4.707 6.631  -0.28
O 2.554 -5.484 7.660  -0.08
C 3.540 -6.453 7.370  -0.09
C 1.088 -3.817 6.935  0.00
C 0.587 -2.977 5.961  -0.03
C -0.129 -2.753 2.544  -0.24
C -0.556 -4.142 2.556  0.00
C -1.287 -4.346 1.431  0.00
C -1.325 -3.083 0.713  -0.26
N -0.590 -2.184 1.403  -0.04
C 1.342 -0.095 4.981  -0.01
C 1.168 1.245 4.870  -0.01
N -1.290 2.122 1.131  -0.04
C -3.971 2.809 -1.414  -0.23
C -3.658 3.269 -2.696  -0.02
C -4.549 4.034 -3.420  0.00
C -5.789 4.365 -2.872  -0.29
O -6.600 5.130 -3.656  -0.09
C -7.872 5.468 -3.141  -0.09
C -6.118 3.919 -1.601  -0.01
C -5.207 3.144 -0.888  -0.03
H -5.438 -8.775 -3.550  0.09
H -5.946 -7.072 -3.499  0.09
H -5.738 -7.990 -1.983  0.09
H -1.577 -6.760 -2.847  0.12
H -0.731 -4.712 -1.719  0.11
H -4.712 -3.695 -0.593  0.13
H -5.559 -5.714 -1.683  0.10
H -4.070 -2.124 -2.529  0.10
H -4.579 0.470 -2.587  0.11
H -3.322 4.652 0.490  0.11
H -1.748 5.058 2.585  0.11
H 1.311 4.917 2.551  0.12
H 1.825 6.897 3.958  0.12
H 0.993 8.345 8.042  0.09
H 1.025 6.588 8.310  0.09
H -0.460 7.374 7.713  0.09
H -0.370 5.140 7.184  0.10
H -0.861 3.192 5.791  0.13
H 2.505 -3.933 3.364  0.12
H 3.423 -5.429 5.071  0.10
H 3.710 -6.997 8.296  0.09
H 4.477 -5.987 7.049  0.09
H 3.200 -7.149 6.599  0.09
H 0.694 -3.805 7.942  0.12
H -0.218 -2.295 6.207  0.13
H -0.370 -4.850 3.348  0.11
H -1.799 -5.251 1.144  0.11
H 1.846 -0.614 5.780  0.11
H 1.504 1.997 5.564  0.10
H -2.694 3.017 -3.123  0.12
H -4.308 4.392 -4.412  0.12
H -8.363 6.053 -3.914  0.09
H -7.788 6.070 -2.232  0.09
H -8.467 4.576 -2.930  0.09
H -7.070 4.159 -1.151  0.10
H -5.475 2.795 0.102  0.13
C 2.808 -2.490 -2.169  -0.24
S 1.237 -1.802 -1.655  0.83
C 0.485 -1.544 -3.257  -0.22
O 1.571 -0.421 -1.144  -0.68
H 3.331 -1.763 -2.789  0.07
H 2.635 -3.418 -2.711  0.06
H 3.377 -2.692 -1.264  0.06
H 0.319 -2.509 -3.737  0.06
H 1.120 -0.900 -3.862  0.07
H -0.479 -1.072 -3.065  0.05

Atomic forces in eV per Å
0.582 0.508 0.176
-0.013 -0.001 0.002
0.028 0.016 -0.002
0.074 -0.027 -0.016
-0.058 -0.035 -0.018
-0.055 0.063 0.056
0.062 -0.041 -0.027
-0.035 0.006 0.016
-0.041 0.014 -0.002
-0.031 -0.175 -0.108
-0.159 0.052 0.025
0.045 0.006 -0.040
-0.005 0.003 -0.049
-0.017 -0.062 -0.017
0.192 0.080 0.644
-0.052 0.092 -0.072
0.036 0.059 0.048
0.023 -0.004 -0.028
0.014 0.041 -0.050
-0.138 -0.019 0.014
0.034 0.089 0.048
0.073 0.078 -0.067
-0.083 -0.094 0.037
-0.012 0.024 0.067
0.058 0.028 -0.067
-0.003 0.005 -0.039
-0.006 0.002 0.021
-0.017 -0.010 0.034
-0.023 -0.007 0.055
-0.070 -0.058 0.061
-0.598 -0.138 -0.439
-0.036 0.061 0.051
0.057 -0.107 0.050
0.075 -0.025 -0.033
-0.082 0.065 -0.002
0.005 -0.034 0.017
0.033 0.014 0.003
-0.036 -0.019 -0.032
0.022 0.000 0.007
-0.019 0.019 0.005
-0.005 -0.016 0.061
-0.033 -0.039 -0.033
0.045 0.008 0.002
0.050 -0.027 -0.032
-0.038 0.001 0.125
-0.181 0.701 0.016
0.039 0.001 -0.015
0.052 0.026 -0.001
-0.011 -0.789 0.114
0.055 0.019 -0.099
-0.022 -0.033 0.086
-0.068 0.028 0.010
0.075 0.021 -0.060
0.010 -0.031 -0.006
-0.012 0.014 -0.005
-0.030 -0.009 0.042
-0.052 0.005 0.022
0.001 0.004 0.004
-0.001 -0.002 0.002
-0.001 0.003 -0.004
0.009 0.000 0.000
0.005 -0.014 -0.015
0.004 0.004 0.005
-0.008 0.001 0.001
0.008 -0.016 -0.002
0.007 0.020 -0.006
-0.002 0.000 -0.006
0.018 -0.005 0.016
0.015 0.020 -0.006
0.002 0.007 0.000
-0.001 -0.007 0.003
-0.002 0.000 -0.005
0.004 -0.001 -0.003
-0.005 -0.006 0.004
-0.003 -0.012 -0.022
0.008 -0.010 -0.003
0.008 -0.008 0.016
0.006 0.001 -0.008
-0.010 0.001 -0.004
-0.001 0.000 0.005
0.002 -0.003 0.010
-0.002 0.012 -0.011
0.002 -0.010 0.002
-0.006 -0.005 -0.009
0.000 -0.019 -0.002
0.006 0.013 -0.009
0.002 0.003 -0.013
0.002 0.005 -0.005
-0.004 0.002 0.011
0.003 -0.006 0.000
0.005 0.000 -0.001
-0.008 0.002 -0.006
0.021 -0.011 0.008
-0.069 0.008 -0.068
0.088 -0.285 -0.284
0.003 -0.037 0.040
0.199 -0.017 -0.213
-0.020 0.024 -0.013
-0.014 -0.009 0.007
0.000 0.009 0.012
0.011 -0.015 0.011
0.024 0.007 0.011
-0.003 0.005 -0.004

Values from the calculation:
- Kohn-Sham gap (eV) = 5.61
- maximum force (eV Å⁻¹) = 0.80


Energy values, unit Ha, following the record order: -2506.882452 -2954.688268.